Computed, not measured: 12 unconnected molecules or ions with the total composition C16H8Cl44NO3P2S in a non-equilibrium geometry, with ωB97M-V with the def2-TZVPD basis set.

Net charge: +1
Kohn-Sham gap: 7.32 eV
Max |F|: 1.96 eV/A
M: 1916.2 g/mol
E_tot: -604744.833 eV

Atoms and positions in Å:
O  3.486  -4.579  5.011
P  2.945  -3.365  4.367
C  4.225  -2.604  3.238
C  5.251  -1.889  3.832
C  6.238  -1.339  3.016
C  6.132  -1.497  1.625
C  5.060  -2.198  1.102
P  4.917  -2.357  -0.745
O  3.420  -1.785  -1.066
O  5.928  -1.243  -1.327
S  5.205  -4.123  -1.362
N  4.120  -2.755  1.907
H  2.664  -2.344  5.297
H  1.857  -3.633  3.523
H  5.298  -1.761  4.907
H  7.072  -0.780  3.428
H  6.865  -1.073  0.951
H  3.232  -1.078  -0.427
H  5.495  -0.375  -1.292
H  3.308  -3.291  1.516
C  -0.452  -0.811  3.469
Cl  -0.996  -1.582  4.954
Cl  -1.377  -1.433  2.114
Cl  -0.629  0.946  3.561
Cl  1.272  -1.222  3.247
C  1.737  -2.970  -5.084
Cl  0.745  -4.244  -5.798
Cl  3.118  -3.696  -4.246
Cl  2.317  -1.888  -6.348
Cl  0.763  -2.056  -3.915
C  -0.466  1.026  -9.075
Cl  0.759  0.401  -10.185
Cl  -2.034  1.071  -9.888
Cl  -0.571  -0.033  -7.659
Cl  -0.028  2.655  -8.557
C  0.661  2.019  7.777
Cl  0.740  0.888  6.413
Cl  -0.228  3.460  7.284
Cl  -0.164  1.243  9.130
Cl  2.300  2.472  8.259
C  -0.894  -4.784  7.677
Cl  -1.546  -3.149  7.468
Cl  -0.758  -5.145  9.397
Cl  -1.973  -5.948  6.907
Cl  0.708  -4.873  6.922
C  -4.130  1.624  6.460
Cl  -2.842  1.347  5.269
Cl  -5.702  1.439  5.675
Cl  -3.975  0.436  7.762
Cl  -3.992  3.253  7.125
C  -1.429  4.420  -5.264
Cl  -0.287  5.111  -4.098
Cl  -1.331  5.314  -6.780
Cl  -1.039  2.719  -5.544
Cl  -3.075  4.542  -4.627
C  -1.993  0.869  -2.131
Cl  -0.972  2.274  -2.433
Cl  -3.226  0.748  -3.382
Cl  -0.979  -0.602  -2.150
Cl  -2.771  1.028  -0.553
C  0.398  -4.608  -0.194
Cl  0.496  -5.907  -1.369
Cl  -0.265  -3.165  -0.965
Cl  -0.599  -5.099  1.174
Cl  2.061  -4.242  0.381
C  -6.981  5.837  -2.713
Cl  -7.271  7.495  -3.247
Cl  -7.077  5.755  -0.950
Cl  -8.194  4.767  -3.423
Cl  -5.367  5.329  -3.240
C  -5.038  6.208  -8.423
Cl  -4.032  7.630  -8.727
Cl  -6.339  6.139  -9.614
Cl  -4.043  4.751  -8.544
Cl  -5.728  6.312  -6.797


Computed, not measured: a molecular structure, C16H8F3NO4PdS, with ωB97M-V with the def2-TZVPD basis set.

Net charge: -2
ΔE to the lowest compared entry with this formula, charge and spin: 0.00 kJ/mol
Kohn-Sham gap: 6.13 eV
Max |F|: 0.30 eV/A
M: 473.7 g/mol
E_tot: -48873.925 eV

Atoms and positions in Å:
Pd  0.101  -1.129  -0.892
O  -2.435  -1.585  2.462
C  -1.454  -1.718  1.718
O  -1.228  -0.993  0.698
C  -0.439  -2.791  2.116
C  -0.353  -3.058  3.483
C  0.495  -4.024  4.000
C  1.273  -4.768  3.119
C  1.196  -4.521  1.762
C  0.355  -3.530  1.224
S  0.342  -3.398  -0.530
H  -1.002  -2.484  4.131
H  0.545  -4.197  5.069
H  1.946  -5.535  3.489
H  1.809  -5.088  1.070
O  -2.279  0.996  -2.220
C  -1.282  1.510  -1.742
N  -0.194  0.906  -1.173
C  0.722  1.842  -0.772
O  1.805  1.660  -0.253
C  0.167  3.211  -1.100
C  0.675  4.478  -0.908
C  -0.102  5.556  -1.333
C  -1.343  5.350  -1.930
C  -1.841  4.060  -2.118
C  -1.062  3.008  -1.690
H  1.642  4.619  -0.442
H  0.261  6.569  -1.199
H  -1.926  6.206  -2.251
H  -2.803  3.880  -2.580
F  2.639  -1.557  -2.167
C  1.340  -1.228  -2.452
F  0.966  -2.168  -3.394
F  1.466  -0.078  -3.198


Computed, not measured: a molecular structure, C16H9F5IrN3S2Se, with ωB97M-V with the def2-TZVPD basis set.

Net charge: +1
ΔE to the lowest compared entry with this formula, charge and spin: 0.00 kJ/mol
Kohn-Sham gap (alpha / beta): 5.56 / 5.59 eV
Multiplicity: 2
Max |F|: 0.09 eV/A
M: 673.6 g/mol
E_tot: -124640.901 eV

Atoms and positions in Å:
Ir  0.774  -0.347  0.100
S  1.107  -2.274  1.112
C  1.509  -1.882  2.757
C  1.560  -2.886  3.735
C  1.948  -2.556  5.011
C  2.278  -1.232  5.338
C  2.215  -0.241  4.389
C  1.825  -0.566  3.080
S  1.773  0.633  1.829
H  1.300  -3.905  3.478
H  1.994  -3.323  5.772
H  2.577  -0.989  6.348
H  2.462  0.783  4.636
N  -4.097  1.294  -1.571
C  -3.324  0.828  -0.570
C  -1.964  0.525  -0.771
N  -1.222  0.066  0.230
C  -1.787  -0.111  1.437
C  -3.128  0.185  1.598
N  -3.892  0.647  0.622
H  -3.732  1.496  -2.482
H  -5.057  1.516  -1.368
H  -1.500  0.646  -1.740
H  -1.165  -0.474  2.240
H  -3.596  0.041  2.564
F  2.182  1.951  -5.905
C  1.281  1.558  -5.002
C  1.273  2.247  -3.683
F  1.370  3.538  -3.574
C  1.057  1.373  -2.683
F  0.875  1.703  -1.395
C  0.920  0.021  -3.142
Se  0.629  -1.406  -2.146
C  1.030  0.064  -4.632
F  1.683  -0.939  -5.229
C  0.037  0.862  -5.375
F  -1.192  1.157  -5.008


Computed, not measured: a single C17H10ClN3O molecule in a non-equilibrium geometry, with ωB97M-V with the def2-TZVPD basis set.

Kohn-Sham gap: 8.11 eV
Max |F|: 15.28 eV/A
M: 307.7 g/mol
E_tot: -36820.573 eV
SMILES: N#Cc1cc(-c2ccccc2)nnc1Oc1ccccc1Cl

Atoms and positions in Å:
N  -1.864  -2.558  0.208
C  -1.016  -1.718  -0.082
C  -0.039  -0.628  -0.370
C  1.190  -0.989  -0.078
C  2.097  -0.144  -0.533
N  1.631  1.078  -0.914
N  0.357  1.278  -1.063
C  -0.527  0.556  -1.061
O  -1.790  0.935  -1.415
C  -2.807  0.355  -0.695
C  -3.944  0.119  -1.454
C  -5.150  -0.449  -0.987
C  -5.158  -0.714  0.380
C  -4.139  0.050  1.323
C  -3.009  0.420  0.573
Cl  -1.806  1.047  1.826
H  -4.222  -0.175  2.412
H  -6.118  -0.957  1.037
H  -5.738  -0.817  -1.570
H  -3.786  -0.036  -2.426
C  3.458  -0.108  -0.196
C  4.165  1.144  0.167
C  5.630  1.068  0.331
C  6.168  -0.240  0.594
C  5.465  -1.268  0.051
C  4.196  -1.327  0.023
H  3.548  -2.441  -0.089
H  5.967  -2.247  0.362
H  7.209  -0.401  0.738
H  6.264  1.811  0.438
H  3.816  2.118  -0.159
H  1.392  -1.905  0.300


Q: The highest M belongs to which entry?
A: C16H8Cl44NO3P2S


Copy entry 3 word for word.
Computed, not measured: a molecular structure, C16H9F5IrN3S2Se, with ωB97M-V with the def2-TZVPD basis set.

Net charge: +1
ΔE to the lowest compared entry with this formula, charge and spin: 0.00 kJ/mol
Kohn-Sham gap (alpha / beta): 5.56 / 5.59 eV
Multiplicity: 2
Max |F|: 0.09 eV/A
M: 673.6 g/mol
E_tot: -124640.901 eV

Atoms and positions in Å:
Ir  0.774  -0.347  0.100
S  1.107  -2.274  1.112
C  1.509  -1.882  2.757
C  1.560  -2.886  3.735
C  1.948  -2.556  5.011
C  2.278  -1.232  5.338
C  2.215  -0.241  4.389
C  1.825  -0.566  3.080
S  1.773  0.633  1.829
H  1.300  -3.905  3.478
H  1.994  -3.323  5.772
H  2.577  -0.989  6.348
H  2.462  0.783  4.636
N  -4.097  1.294  -1.571
C  -3.324  0.828  -0.570
C  -1.964  0.525  -0.771
N  -1.222  0.066  0.230
C  -1.787  -0.111  1.437
C  -3.128  0.185  1.598
N  -3.892  0.647  0.622
H  -3.732  1.496  -2.482
H  -5.057  1.516  -1.368
H  -1.500  0.646  -1.740
H  -1.165  -0.474  2.240
H  -3.596  0.041  2.564
F  2.182  1.951  -5.905
C  1.281  1.558  -5.002
C  1.273  2.247  -3.683
F  1.370  3.538  -3.574
C  1.057  1.373  -2.683
F  0.875  1.703  -1.395
C  0.920  0.021  -3.142
Se  0.629  -1.406  -2.146
C  1.030  0.064  -4.632
F  1.683  -0.939  -5.229
C  0.037  0.862  -5.375
F  -1.192  1.157  -5.008